# 1
Density functional theory data (ωB97M-V/def2-TZVPD) for C56H59FMoN9O6Te as an isolated structure.

The geometry in XYZ format:
```
133
Properties=species:S:1:pos:R:3:forces:R:3:lowdin_spin:R:1
Mo 0.217539 0.338470 0.596433 0.3 0.2 -1.3 1.57
O 2.657505 -0.217442 3.942428 0.1 0.1 0.0 0.02
C 2.150255 0.234951 2.925334 -0.3 0.0 0.1 0.01
N 0.856089 0.145320 2.571255 -0.1 -0.5 0.9 0.04
C -0.004665 -0.501943 3.531628 0.3 -0.1 0.0 0.01
C -1.413041 -0.450093 3.024731 0.2 0.2 -0.2 0.01
C -2.486228 -0.940238 3.749645 -0.3 0.0 0.1 0.00
C -3.769068 -0.822997 3.240385 0.2 0.1 -0.1 0.01
C -3.938126 -0.195660 2.012611 -0.2 0.0 0.2 0.00
C -2.824577 0.254158 1.339300 0.2 0.1 -0.1 0.01
N -1.576758 0.112458 1.813077 -1.0 -0.2 0.9 0.02
C 2.886523 1.069295 1.931028 0.1 0.2 -0.1 0.01
C 4.204497 1.446173 2.096550 0.0 -0.1 0.2 0.00
C 4.749277 2.350716 1.202648 -0.1 0.0 -0.1 0.00
C 3.941159 2.844622 0.188354 0.2 0.0 0.1 0.00
C 2.642190 2.387125 0.071576 -0.1 0.0 -0.1 0.00
N 2.120499 1.508075 0.921165 0.8 0.0 0.6 0.02
H 0.303655 -1.539484 3.716947 -0.1 0.0 0.0 0.00
H 0.072680 0.006128 4.499689 -0.1 -0.1 0.0 0.00
H -2.318842 -1.404822 4.713425 0.1 0.0 0.0 0.00
H -4.619519 -1.196231 3.794644 0.0 0.0 0.0 0.00
H -4.923050 -0.059923 1.589177 0.0 0.0 -0.1 0.00
H -2.915207 0.741629 0.378654 0.0 -0.1 0.0 0.00
H 4.760091 1.046267 2.933591 0.0 0.0 0.0 0.00
H 5.776053 2.677089 1.297818 0.0 0.0 0.0 0.00
H 4.317639 3.570339 -0.515080 0.0 0.0 -0.1 0.00
H 1.991487 2.734778 -0.712696 -0.1 0.0 -0.2 0.00
C 0.768221 -6.974199 -2.254357 0.1 0.1 0.1 0.00
C 1.843038 -6.376094 -1.349696 -0.2 -0.3 -0.2 0.00
N 1.379944 -5.158876 -0.676700 0.1 0.0 -0.2 0.00
C 1.713693 -3.962735 -1.202259 0.0 -0.1 0.1 0.00
C 1.313081 -2.762813 -0.697843 0.0 0.1 0.1 0.00
C 1.844108 -1.505437 -1.317138 -0.1 0.2 0.0 0.01
O 2.466269 -1.569615 -2.361505 0.1 -0.1 0.0 0.01
O 1.619723 -0.423387 -0.656851 1.0 0.1 -0.5 0.06
C 0.480261 -2.731829 0.444819 0.1 0.4 -0.2 0.01
O 0.111869 -1.676517 1.025819 0.0 -1.8 -0.1 0.02
C 0.067120 -4.012888 0.975218 0.0 -0.4 0.0 0.00
C -0.794170 -4.075547 2.069195 0.0 -0.1 0.0 0.00
C -1.115804 -5.272812 2.646178 0.0 0.4 0.0 0.00
F -1.931623 -5.223131 3.721487 0.0 -0.2 0.1 0.00
C -0.629017 -6.492479 2.151809 0.2 -0.1 -0.4 0.00
C 0.168708 -6.425595 1.010432 -0.1 -0.3 0.2 0.00
C 0.545785 -5.216440 0.423703 -0.1 0.4 0.2 0.00
N -0.941231 -7.762794 2.694174 -0.1 0.0 0.1 0.00
C -1.845517 -7.858610 3.846909 0.0 0.1 -0.1 0.00
C -2.050293 -9.334599 4.208832 0.0 0.3 0.2 0.00
N -1.897621 -10.143510 2.962199 -0.1 -0.1 0.0 0.00
C -0.467620 -10.135169 2.507271 0.4 0.2 -0.1 0.00
C 0.125763 -8.752072 2.803399 -0.1 0.0 0.1 0.00
H 1.149137 -7.863653 -2.754204 0.0 0.0 0.0 0.00
H 0.479647 -6.247392 -3.013327 0.0 0.0 0.0 0.00
H -0.124083 -7.243605 -1.689012 0.0 0.0 0.0 0.00
H 2.714267 -6.110883 -1.943861 0.0 0.1 0.1 0.00
H 2.177580 -7.090237 -0.597524 0.1 0.0 0.0 0.00
H 2.364482 -3.976994 -2.067645 0.0 0.0 0.0 0.00
H -1.206457 -3.161269 2.473820 0.0 0.0 0.1 0.00
H 0.482670 -7.354590 0.561219 0.0 0.0 0.0 0.00
H -2.801014 -7.412731 3.579380 0.0 0.0 0.0 0.00
H -1.467882 -7.335724 4.729564 0.0 -0.1 0.0 0.00
H -3.037525 -9.490351 4.636350 0.0 -0.1 -0.1 0.00
H -1.309865 -9.690761 4.922163 0.0 -0.1 -0.1 0.00
H -2.474527 -9.710065 2.239178 0.0 -0.1 -0.1 0.00
H -2.224143 -11.100397 3.095578 0.0 0.0 0.0 0.00
H -0.453391 -10.354927 1.442134 -0.1 0.0 0.0 0.00
H 0.075666 -10.913558 3.039564 -0.1 -0.1 0.0 0.00
H 0.920360 -8.552024 2.095065 0.0 0.0 0.0 0.00
H 0.578705 -8.728895 3.802199 0.0 0.0 0.0 0.00
C 1.291346 9.781623 -2.890104 0.0 -0.1 0.0 0.00
C 0.988295 8.310516 -2.844914 0.0 0.0 0.0 0.00
C 0.822433 7.577848 -4.015054 0.0 0.0 0.0 0.01
C 0.556481 6.215356 -4.000427 -0.1 -0.1 -0.1 0.02
C 0.401174 5.472562 -5.300870 0.0 0.0 0.1 0.02
C 0.453248 5.569266 -2.762762 -0.2 -0.2 0.2 0.09
Te -0.062939 3.449877 -2.758894 0.4 0.4 -0.3 0.43
N -0.178913 1.492235 -1.234972 -0.4 -0.3 -0.5 0.27
C -1.082196 0.632133 -1.574482 -0.1 0.6 -0.2 0.04
O -1.148109 -0.442528 -0.837208 -0.3 -0.5 0.4 0.03
C -2.125146 0.796417 -2.630492 -0.1 0.0 0.1 0.00
C -2.240184 -0.103036 -3.683891 0.1 0.0 0.0 0.00
C -3.200626 0.096613 -4.664324 0.0 -0.1 0.0 0.00
C -4.076948 1.168874 -4.576912 0.0 0.0 0.0 0.00
C -4.012572 2.027674 -3.489087 0.0 0.0 0.1 0.00
C -3.036689 1.845908 -2.521987 0.0 -0.2 0.0 0.00
C 1.882126 2.904922 -3.403905 0.0 -0.1 0.1 0.01
C 2.930041 3.811412 -3.245928 -0.1 0.0 0.1 0.02
C 4.214146 3.462033 -3.620712 0.1 0.0 0.1 0.00
C 4.464591 2.192929 -4.123404 0.0 0.0 0.0 0.02
C 3.420061 1.303975 -4.299374 0.0 0.1 0.0 0.00
C 2.108234 1.649546 -3.976926 -0.1 0.0 0.0 0.02
C 1.009772 0.675058 -4.275729 0.0 0.0 0.1 0.01
C 0.614947 6.277982 -1.570107 0.0 -0.1 0.1 0.00
C 0.530837 5.634039 -0.206074 0.0 0.1 -0.2 0.02
C 0.882628 7.642260 -1.632999 0.0 0.0 0.0 0.00
H 1.074026 10.197768 -3.871994 0.0 0.0 0.0 0.00
H 2.347411 9.955254 -2.675071 0.0 0.0 0.0 0.00
H 0.708891 10.323643 -2.145451 0.0 0.0 0.0 0.00
H 0.895113 8.085136 -4.970702 0.0 0.0 0.0 0.00
H 0.455646 6.156716 -6.145238 0.0 0.0 0.0 0.00
H -0.558090 4.952058 -5.343238 0.0 0.0 -0.1 0.01
H 1.192968 4.728095 -5.414676 0.0 0.0 0.0 0.00
H -1.561815 -0.945334 -3.740434 0.0 0.0 0.0 0.00
H -3.269908 -0.591437 -5.496905 0.0 0.0 0.0 0.00
H -4.812725 1.333540 -5.352917 0.0 0.0 0.0 0.00
H -4.724275 2.837232 -3.388698 0.0 0.0 -0.1 0.00
H -2.980246 2.505599 -1.662486 0.0 0.1 -0.1 0.00
H 2.733916 4.797313 -2.842243 0.1 0.0 0.0 0.00
H 5.020169 4.177433 -3.513416 0.0 0.0 0.0 0.00
H 5.472824 1.909372 -4.395963 0.0 0.0 0.0 0.00
H 3.602304 0.315640 -4.701676 0.0 0.0 0.0 0.00
H 1.240489 0.109362 -5.177826 0.0 0.0 0.0 0.00
H 0.054837 1.179744 -4.417160 0.0 0.0 -0.1 0.00
H 0.915797 -0.037490 -3.456558 0.0 0.0 0.0 0.00
H 0.123317 4.624933 -0.268837 0.0 0.0 0.1 0.02
H -0.100021 6.232448 0.452964 0.0 0.0 0.0 0.00
H 1.520664 5.567174 0.252493 0.0 0.0 0.0 0.00
H 1.009385 8.193090 -0.706407 0.0 0.0 0.0 0.00
N -0.359417 2.246376 1.203999 -0.3 2.0 0.3 0.02
C -0.657266 3.146683 1.862899 0.0 -0.2 -0.2 0.04
N -0.928403 4.171692 2.629490 0.1 0.3 0.1 0.01
C -0.468380 4.114712 4.031027 -0.2 -0.2 0.1 0.00
C -1.579229 3.509793 4.882453 0.1 0.1 -0.1 0.00
O -2.787454 4.225298 4.718977 0.0 0.0 0.0 0.00
C -3.240421 4.236841 3.379907 0.1 0.1 0.0 0.00
C -2.203915 4.886675 2.468955 -0.2 -0.2 0.1 0.00
H -0.253253 5.135839 4.346025 0.0 0.0 0.0 0.00
H 0.440535 3.516758 4.087064 0.0 0.0 0.0 0.00
H -1.327845 3.560325 5.940276 0.0 0.0 0.0 0.00
H -1.717876 2.456045 4.593704 0.0 0.0 0.0 0.00
H -4.171750 4.800393 3.372290 0.0 0.0 0.0 0.00
H -3.435015 3.209808 3.034446 0.0 0.0 0.0 0.00
H -2.041975 5.922558 2.767829 0.0 0.0 0.0 0.00
H -2.511424 4.853864 1.424584 0.0 0.0 0.0 0.00
```
Forces are in eV/Å.

The total energy comes out at -96579.9769 eV. As for the expectation value of S²: 3.766. The calculation puts the gap between HOMO and LUMO (spin up / spin down) at 5.1 / 6.9 eV. The net charge is +2. Its spin multiplicity is 4.



# 2
Density functional theory data (ωB97M-V/def2-TZVPD) for the molecule C40H40F7N3O2.

The geometry in XYZ format:
```
92
Properties=species:S:1:pos:R:3:forces:R:3:mulliken_charge:R:1
F 2.192063 1.839479 2.412622 -1.2 0.8 -0.8 -0.42
C 3.069040 0.841385 2.649258 1.9 -1.4 0.7 -0.77
C 2.711747 -0.547848 2.303517 0.4 2.1 0.3 2.64
F 1.878078 -1.111678 3.347765 -0.3 -0.8 0.2 -0.38
C 3.984781 -1.404531 2.349660 0.0 -1.4 -1.1 -0.06
O 4.186923 -2.283077 1.511342 -0.1 1.1 1.3 -0.62
C 4.882309 -1.157929 3.470822 0.9 0.2 0.8 -0.05
F 5.740546 -2.142877 3.811177 -0.3 0.3 -0.1 -0.31
C 4.926446 0.057293 4.041315 1.0 -0.9 0.5 0.49
F 5.765456 0.366740 5.040344 -0.4 -0.6 -0.8 -0.28
C 4.126540 1.174350 3.544495 -1.7 1.8 -1.3 0.22
O 4.425541 2.343685 3.884264 -0.2 -1.0 0.1 -0.77
C 1.295798 -3.544190 -2.933713 0.1 -0.1 0.1 -1.45
C 0.710594 -2.181641 -3.285579 0.0 0.3 0.3 1.76
C 0.028872 -2.191335 -4.657463 0.0 0.1 -0.1 -1.57
C 1.779143 -1.092431 -3.160281 -0.1 -0.6 -0.2 0.20
C 2.748349 -1.016036 -4.158556 0.2 0.0 0.0 -0.35
C 3.741086 -0.038879 -4.142241 0.1 -0.2 0.1 -1.54
C 3.717638 0.947175 -3.162004 -0.1 -0.4 -0.1 -0.36
C 2.742300 0.905000 -2.159328 -0.1 0.5 0.2 0.05
C 2.607516 2.112028 -1.242214 0.0 -0.3 0.3 2.04
C 2.309847 3.397113 -2.029352 -0.1 -0.2 -0.1 -1.65
C 3.847377 2.259809 -0.368489 0.1 0.0 0.2 -1.52
C 1.850647 -0.183112 -2.093397 0.5 0.4 -1.1 -0.09
N 0.820417 -0.199765 -1.083412 -2.1 0.2 0.8 1.58
N -0.437806 -0.066893 -1.532461 0.6 1.3 1.7 -1.66
N -1.199067 0.016501 -0.433370 2.3 -0.2 -0.6 2.16
C -2.566527 0.442504 -0.489034 -0.9 0.1 -0.7 -0.21
C -3.486088 -0.298577 -1.250550 -0.1 -0.6 0.2 0.50
C -3.060542 -1.499049 -2.105303 0.3 0.3 0.2 1.76
C -3.701769 -1.466378 -3.495055 0.0 0.1 0.1 -1.63
C -3.341609 -2.822664 -1.395836 -0.1 0.0 0.2 -1.38
C -4.839166 0.023421 -1.132726 0.0 0.2 0.2 -0.40
C -5.235248 1.084362 -0.317976 -0.1 0.1 0.0 -1.51
C -4.289799 1.882366 0.327975 -0.1 -0.1 -0.2 -0.34
C -2.932251 1.601283 0.216501 0.5 0.0 0.2 0.14
C -1.897438 2.566679 0.807499 0.2 -0.6 0.1 1.99
C -2.169437 2.881086 2.276311 -0.1 0.1 0.2 -1.59
C -1.779505 3.822413 -0.053496 -0.1 0.1 -0.1 -1.63
C -0.435449 -0.141639 0.715957 -1.7 0.1 -0.7 -0.84
C -1.074494 -0.320919 2.014379 -0.9 -0.4 1.6 1.18
C -0.434994 0.151878 3.166948 0.6 -0.1 -0.9 -0.57
C -0.831559 -0.207848 4.437155 -0.3 0.0 0.1 -1.71
C -1.972686 -0.983640 4.573328 -0.1 0.1 0.5 0.36
C -2.333147 -1.421984 5.973173 -0.2 -0.2 0.8 0.84
F -3.634998 -1.815804 6.081948 1.0 0.3 -0.1 -0.28
F -1.556683 -2.483952 6.377147 -0.8 1.1 -0.3 -0.25
F -2.144024 -0.410818 6.883456 -0.1 -1.1 -0.8 -0.27
C -2.740635 -1.365484 3.473665 0.1 0.0 0.0 -1.33
C -2.290254 -1.040680 2.200076 0.6 0.0 -0.5 -0.11
C 0.861702 -0.261603 0.320776 0.3 -0.3 -1.1 0.43
C 2.016918 -0.893738 0.997854 0.4 -1.2 -0.7 -1.58
H 1.770014 -3.512194 -1.944317 0.0 -0.1 -0.2 0.33
H 0.506284 -4.303654 -2.918828 0.1 0.1 0.0 0.43
H 2.053432 -3.840489 -3.673199 -0.2 0.0 0.2 0.31
H -0.058696 -1.930887 -2.554701 0.0 -0.4 -0.1 -0.66
H -0.371853 -1.200895 -4.904688 0.1 -0.1 0.0 0.36
H 0.730219 -2.488548 -5.445519 -0.2 0.1 0.1 0.40
H -0.809669 -2.900051 -4.671777 0.2 0.1 0.1 0.36
H 2.722837 -1.757069 -4.962002 0.1 0.3 0.3 0.34
H 4.535853 -0.062087 -4.895291 -0.4 0.1 0.2 0.36
H 4.453375 1.761641 -3.187615 -0.4 -0.4 0.1 0.37
H 1.760477 1.906647 -0.579236 0.1 0.3 0.0 -0.88
H 1.448488 3.255124 -2.694580 0.2 0.1 0.1 0.38
H 2.084206 4.230447 -1.351281 0.1 -0.2 -0.1 0.43
H 3.175795 3.673422 -2.643434 -0.2 0.0 0.1 0.32
H 4.024461 1.328435 0.185810 0.1 0.3 0.0 0.21
H 4.736377 2.465327 -0.979465 -0.2 0.0 0.1 0.42
H 3.707721 3.071436 0.357604 0.1 -0.2 -0.1 0.47
H -1.979713 -1.389979 -2.230725 -0.3 -0.3 -0.2 -0.94
H -3.502933 -0.501069 -3.973762 -0.1 -0.2 0.0 0.39
H -3.288389 -2.261006 -4.130663 -0.1 0.2 0.2 0.39
H -4.786703 -1.608436 -3.408831 0.2 0.0 -0.2 0.37
H -2.810664 -2.876904 -0.435319 -0.1 -0.1 -0.2 0.29
H -4.419408 -2.926226 -1.200030 0.3 0.0 0.0 0.35
H -3.017351 -3.669945 -2.014741 -0.1 0.2 0.1 0.44
H -5.591643 -0.588903 -1.644553 0.4 0.4 0.2 0.33
H -6.295785 1.322870 -0.207993 0.3 -0.1 0.0 0.37
H -4.599015 2.734015 0.940011 0.0 -0.3 -0.3 0.37
H -0.918065 2.075761 0.789179 -0.2 0.2 -0.1 -1.00
H -2.255490 1.961746 2.867222 -0.1 0.2 -0.1 0.27
H -1.335819 3.462552 2.688720 -0.2 0.0 -0.1 0.41
H -3.091654 3.458037 2.396432 0.1 0.0 0.0 0.44
H -1.562265 3.555907 -1.096630 -0.1 0.1 0.2 0.39
H -2.725606 4.375535 -0.024234 0.2 0.0 -0.1 0.32
H -0.972371 4.471414 0.311922 -0.2 -0.2 0.0 0.43
H 0.451217 0.747280 3.017373 0.0 0.2 0.2 1.14
H -0.264888 0.110506 5.315537 -0.2 -0.1 -0.4 0.53
H -3.656303 -1.946515 3.629985 0.4 0.3 -0.2 0.49
H -2.854189 -1.395722 1.335706 0.1 0.1 0.3 0.23
H 1.638985 -1.924479 1.195941 0.4 0.4 -0.3 0.37
H 2.786189 -1.002572 0.213120 -0.2 0.0 0.5 0.80
```
Forces are in eV/Å.

The total energy comes out at -69714.2449 eV. The calculation puts the gap between HOMO and LUMO at 5.3 eV.



no.,molar mass (g/mol)
1,1196.683
2,727.765